Here is a molecular structure, C27H72AlNO19P5 in a non-equilibrium geometry from the OMol25 dataset. Energies are from wB97M-V/def2-TZVPD.

CARTESIAN COORDINATES (ANGSTROEM)
C 2.013711 3.943735 -7.117490
C 0.542947 4.378860 -7.032326
O 0.461410 5.737405 -7.480889
C -0.322463 3.463473 -7.935884
Al -2.086925 2.867821 -7.193497
P -3.754233 4.603607 -7.568795
N -3.115936 5.946363 -8.114221
O -4.901471 4.100952 -8.662546
O -4.590770 4.946472 -6.208448
H 2.647626 4.462533 -6.394133
H 2.359341 4.160079 -8.134724
H 2.103851 2.861247 -6.991992
H 0.204414 4.355404 -5.993250
H 0.722764 5.729332 -8.405713
H -0.489807 3.956343 -8.900275
H 0.245705 2.543042 -8.118301
H -2.000324 2.375524 -5.651584
H -2.606269 1.606969 -8.084160
H -3.476538 6.250545 -9.012496
H -4.536540 4.247032 -9.539764
H -4.980705 5.824456 -6.339102
O -0.561389 5.769019 0.575606
P 0.248628 5.310904 -0.559516
O 0.084632 3.782882 -0.926780
C -1.221704 3.258227 -1.230188
C -1.776356 3.785634 -2.535433
O 1.790095 5.236325 -0.081225
C 2.162520 5.543483 1.254312
C 2.128401 4.312134 2.140042
O 0.519892 6.013749 -1.943514
C -0.126693 7.237422 -2.360213
C 0.050582 8.359696 -1.358626
H -1.900271 3.474554 -0.401260
H -1.094112 2.177737 -1.282535
H -2.072081 4.833452 -2.427371
H -2.660308 3.226759 -2.839578
H -1.042540 3.731861 -3.338171
H 1.527837 6.332003 1.661593
H 3.178388 5.941141 1.202538
H 1.185099 3.778356 2.017669
H 2.244432 4.586766 3.189937
H 2.931024 3.623409 1.870831
H -1.183802 7.041589 -2.548102
H 0.326856 7.495062 -3.314360
H -0.444265 8.128164 -0.415020
H -0.384574 9.279149 -1.751739
H 1.108641 8.525844 -1.150709
O -2.645470 -1.627585 0.383051
P -3.572085 -1.216751 1.439348
O -4.583148 -0.069829 1.005317
C -5.385103 -0.239686 -0.172998
C -6.443492 -1.313551 -0.010014
O -2.806898 -0.423368 2.593178
C -1.437751 -0.030845 2.525263
C -1.312563 1.375818 1.979504
O -4.451499 -2.112517 2.396997
C -4.599588 -3.538082 2.440310
C -3.289464 -4.282335 2.539791
H -4.738926 -0.458083 -1.025622
H -5.853271 0.726534 -0.351739
H -5.996527 -2.310419 -0.010569
H -7.152747 -1.270569 -0.836744
H -6.981227 -1.185518 0.929909
H -0.840288 -0.727582 1.934516
H -1.049332 -0.060867 3.544689
H -1.897942 1.498195 1.068216
H -0.270020 1.612524 1.761286
H -1.689334 2.106183 2.696862
H -5.171372 -3.882568 1.575153
H -5.209380 -3.716654 3.324917
H -2.690202 -4.166875 1.635675
H -3.479608 -5.346311 2.683870
H -2.693329 -3.910372 3.374398
O -0.060454 -5.336322 5.012272
P 0.542683 -4.945759 6.290963
O -0.168458 -3.697716 6.971517
C -1.574171 -3.736782 7.247459
C -1.928712 -4.716777 8.349706
O 1.941187 -4.215396 5.951173
C 2.315217 -4.221308 4.561091
C 1.621803 -3.149338 3.746340
O 0.994212 -5.844935 7.504485
C 0.816859 -7.279675 7.508300
C 1.438592 -7.948473 6.300028
H -2.119097 -3.971223 6.329850
H -1.844014 -2.724513 7.542951
H -1.833890 -5.749336 8.005332
H -2.961090 -4.570020 8.668055
H -1.268832 -4.586037 9.207393
H 2.075409 -5.191522 4.124561
H 3.400344 -4.118859 4.536633
H 0.555539 -3.122120 3.963907
H 1.760373 -3.328061 2.682561
H 2.020725 -2.160565 3.983597
H -0.247905 -7.512466 7.578442
H 1.287884 -7.629212 8.424553
H 0.940425 -7.640977 5.380255
H 1.348943 -9.031802 6.385445
H 2.493182 -7.683518 6.216004
O 4.557867 -1.547183 0.105992
P 3.976524 -2.210223 -1.064516
O 4.396970 -1.567922 -2.453175
C 5.781058 -1.373459 -2.764832
C 6.520569 -2.678816 -2.990057
O 2.411170 -1.941455 -1.166540
C 1.726459 -1.085633 -0.239712
C 1.704273 0.344842 -0.738705
O 3.974259 -3.766325 -1.363352
C 4.552265 -4.729124 -0.459859
C 3.982391 -4.642369 0.938837
H 6.254923 -0.790699 -1.971664
H 5.795941 -0.772432 -3.672375
H 6.672086 -3.213442 -2.049787
H 7.503318 -2.485943 -3.421583
H 5.957571 -3.328668 -3.659938
H 2.175843 -1.155015 0.752869
H 0.709166 -1.473038 -0.160239
H 2.696871 0.671412 -1.050184
H 1.341649 1.022838 0.034854
H 1.050743 0.434905 -1.607448
H 5.638352 -4.608381 -0.446781
H 4.337646 -5.703276 -0.895381
H 4.229685 -3.689361 1.407226
H 4.390732 -5.441088 1.560454
H 2.896765 -4.732834 0.909869

Atoms 1-3, force components in eV/Å:
C -0.20 -0.14 0.08
C 0.31 -0.35 -1.20
O 0.04 0.15 0.71

Lowest unoccupied orbital energy, eV: 1.6
Charge: -1
HOMO-LUMO gap, eV: 6.2
Energy, Eh: -4505.97082
HOMO energy, eV: -4.54

Löwdin atomic charge list, values in e, 99 entries:
1 C -0.082
2 C -0.515
3 O -0.086
4 C -0.292
5 Al 0.229
6 P 0.395
7 N -0.259
8 O -0.290
9 O -0.277
10 H 0.066
11 H 0.073
12 H 0.068
13 H 0.108
14 H 0.070
15 H 0.044
16 H 0.032
17 H -0.123
18 H -0.125
19 H -0.071
20 H 0.032
21 H 0.041
22 O -0.225
23 P 0.393
24 O -0.178
25 C -0.265
26 C -0.068
27 O -0.188
28 C -0.292
29 C -0.070
30 O -0.163
31 C -0.236
32 C -0.082
33 H 0.108
34 H 0.109
35 H 0.067
36 H 0.081
37 H 0.074
38 H 0.104
39 H 0.114
40 H 0.061
41 H 0.074
42 H 0.076
43 H 0.112
44 H 0.124
45 H 0.063
46 H 0.078
47 H 0.082
48 O -0.215
49 P 0.384
50 O -0.176
51 C -0.257
52 C -0.077
53 O -0.181
54 C -0.266
55 C -0.059
56 O -0.172
57 C -0.253
58 C -0.071
59 H 0.118
60 H 0.119
61 H 0.062
62 H 0.080
63 H 0.084
64 H 0.098
65 H 0.116
66 H 0.066
67 H 0.063
68 H 0.085
69 H 0.109
70 H 0.118
71 H 0.076
72 H 0.081
73 H 0.075
74 O -0.223
75 P 0.398
76 O -0.170
77 C -0.259
78 C -0.075
79 O -0.178
80 C -0.280
81 C -0.066
82 O -0.165
83 C -0.245
84 C -0.078
85 H 0.110
86 H 0.120
87 H 0.062
88 H 0.079
89 H 0.085
90 H 0.099
91 H 0.117
92 H 0.066
93 H 0.062
94 H 0.083
95 H 0.109
96 H 0.118
97 H 0.066
98 H 0.080
99 H 0.086

=====

Here is 2 unconnected molecules or ions with the total composition C10H16NS2 in a non-equilibrium geometry from the OMol25 dataset. Energies are from wB97M-V/def2-TZVPD.

CARTESIAN COORDINATES (ANGSTROEM)
C 3.915443 -0.772776 -0.400574
C 2.562699 -1.268944 -0.337319
C 4.056858 0.550780 -0.057557
C 1.791418 -0.414072 0.327907
C -0.201609 -0.832632 0.810551
C -0.645718 1.665113 2.089531
C -1.756383 -1.638953 -1.754277
C -0.522354 1.108946 -0.833222
C -1.730883 0.983243 1.200030
C -2.110143 -0.668878 -0.702027
N -1.039690 0.095850 0.114679
S -0.609400 -2.098732 1.561069
S 2.611452 1.166921 0.672829
H 4.792660 -1.272602 -0.916636
H 2.234661 -2.171856 -0.869641
H 4.984256 0.966261 0.073990
H 0.133580 0.952219 2.242740
H -0.226233 2.470849 1.634877
H -1.132640 2.050529 3.034474
H -1.292476 -2.547862 -1.458626
H -2.815939 -1.861527 -2.083336
H -1.230056 -1.135029 -2.566640
H -1.366604 1.815374 -0.925361
H 0.321462 1.584192 -0.336242
H -0.422960 0.639037 -1.826940
H -2.488625 1.596309 0.763264
H -2.265405 0.118480 1.738769
H -2.764893 -1.246029 0.016551
H -2.782489 0.165785 -1.212873

Atoms 1-3, force components in eV/Å:
C 1.11 0.73 -1.88
C 0.79 -0.85 -0.53
C -2.22 -2.67 0.68

Lowest unoccupied orbital energy, eV: -4.6
Charge: +1
HOMO-LUMO gap, eV: 7.7
Energy, Eh: -1241.34162
Energy above the lowest of the compared OMol25 structures with the same formula, charge and spin, kJ/mol: 445.15
HOMO energy, eV: -12.22

Just the natural (NBO) charges please, in e? Sure, here they are:
1 C -0.226
2 C -0.336
3 C -0.373
4 C -0.160
5 C -0.008
6 C -0.630
7 C -0.640
8 C -0.407
9 C -0.179
10 C -0.217
11 N -0.371
12 S 0.341
13 S 0.370
14 H 0.250
15 H 0.253
16 H 0.246
17 H 0.230
18 H 0.221
19 H 0.264
20 H 0.235
21 H 0.260
22 H 0.221
23 H 0.224
24 H 0.254
25 H 0.239
26 H 0.233
27 H 0.224
28 H 0.245
29 H 0.238

=====

Here is a gas-phase ion, C6H11N2O7P2S2 (charge -1) in a non-equilibrium geometry from the OMol25 dataset. Energies are from wB97M-V/def2-TZVPD.

CARTESIAN COORDINATES (ANGSTROEM)
C -1.770404 -3.231636 0.415586
C -2.572093 -2.077716 -0.196356
S -1.704468 -1.166862 -1.507314
C -0.045450 -0.833306 -0.885141
N 0.063670 0.259316 0.100454
C 1.437360 0.729743 0.281634
N 1.716921 1.298579 1.627255
C 1.036437 0.901777 2.539576
S -0.012678 0.597754 3.677446
C 2.477227 -0.459968 0.095631
O 2.807406 -1.074350 1.127849
O 2.846378 -0.719590 -1.055447
P 1.935045 2.096471 -0.946445
O 1.699180 1.475762 -2.423277
O 3.569513 2.128999 -0.811633
P -1.066939 1.495491 -0.094342
O -1.217116 1.983632 -1.470169
O -2.470553 1.101948 0.557193
O -0.606094 2.737245 0.801465
H -2.352525 -3.616347 1.257333
H -0.800675 -2.921149 0.793276
H -1.647076 -4.057024 -0.284529
H -2.891182 -1.413638 0.604347
H -3.453067 -2.499783 -0.676856
H 0.288270 -1.745789 -0.394444
H 0.605037 -0.708224 -1.747724
H 1.043071 2.016892 -2.872647
H 3.801540 2.747109 -0.114101
H -2.589284 1.603099 1.373518
H -0.127450 3.351566 0.227861

Atoms 1-3, force components in eV/Å:
C -0.56 -0.02 0.05
C 0.81 -0.45 0.38
S -0.22 0.10 -0.28

Lowest unoccupied orbital energy, eV: 2.6
Charge: -1
HOMO-LUMO gap, eV: 7.4
SMILES string: CCSCN([C@@](N=C=S)(C(=O)[O-])P(O)O)P(=O)(O)O
Energy, Eh: -2350.72164
HOMO energy, eV: -4.75

Just the natural (NBO) charges please, in e? Sure, here they are:
1 C -0.616
2 C -0.529
3 S 0.209
4 C -0.371
5 N -0.844
6 C -0.152
7 N -0.482
8 C 0.308
9 S -0.057
10 C 0.737
11 O -0.736
12 O -0.738
13 P 1.274
14 O -0.968
15 O -0.972
16 P 2.492
17 O -1.139
18 O -0.986
19 O -1.020
20 H 0.200
21 H 0.222
22 H 0.203
23 H 0.216
24 H 0.213
25 H 0.227
26 H 0.274
27 H 0.509
28 H 0.493
29 H 0.511
30 H 0.523